{"formula": "C7H5F4I", "method": "the ωB97M-V functional and the def2-TZVPD basis", "species": ["C", "C", "I", "C", "F", "C", "F", "C", "C", "F", "C", "F", "H", "H", "H", "H", "H"], "positions_angstrom": [[0.1873, -1.2994, 0.6337], [-0.4634, -0.1275, -0.0606], [-2.4784, 0.1925, 0.7347], [-0.6229, -0.4134, -1.6507], [-0.6546, -1.6927, -2.0059], [-0.7389, 0.6176, -2.4917], [-0.8956, 0.4499, -3.8101], [-0.7627, 1.9815, -2.0153], [-0.3527, 2.2549, -0.7757], [-0.3962, 3.4900, -0.2678], [0.2712, 1.1964, 0.0980], [1.5830, 1.0190, -0.3161], [0.2895, -1.1077, 1.7014], [1.1775, -1.4708, 0.2117], [-0.4056, -2.2004, 0.4909], [-1.1384, 2.7361, -2.6879], [0.3242, 1.5146, 1.1431]], "atomic_forces_ev_per_a": [[0.064, -0.032, 0.040], [-0.479, -0.428, -2.677], [0.285, -0.066, -0.001], [0.152, 0.968, 2.377], [-0.028, -0.023, -0.130], [0.042, -0.720, 0.399], [-0.023, -0.077, -0.063], [0.203, 0.316, 0.471], [-0.074, -0.258, -0.497], [0.055, -0.019, 0.028], [-0.331, 0.251, 0.163], [0.385, -0.097, -0.071], [-0.035, 0.017, -0.002], [0.039, 0.030, -0.019], [0.015, 0.020, 0.032], [-0.018, 0.159, 0.025], [-0.251, -0.041, -0.078]], "lowdin_charge": [-0.1221, -0.6938, 0.9360, -0.2218, 0.1009, -0.2356, 0.0977, 0.0622, -0.2654, 0.0886, -0.3241, 0.0251, 0.0852, 0.0965, 0.0793, 0.1386, 0.1526], "smiles": "C[C@]1(I)C(F)=C(F)C=C(F)[C@@H]1F", "gap_ev": 8.74, "max_force_ha_per_bohr": 0.0535, "e_above_lowest_ev": 0.0000}